The following is a quantum chemistry calculation of an isolated molecule of C23H25NO5, from the Open Molecules 2025 dataset.

Geometry as XYZ:
```
54
Properties=species:S:1:pos:R:3:forces:R:3
C -5.373451 -1.194903 -0.129817 0.044 -0.282 0.016
H -4.578822 -1.584734 -0.774602 -0.010 0.019 0.038
O -5.492976 0.203543 -0.241680 0.010 0.410 0.001
C -4.410417 0.973484 0.045580 0.075 0.134 0.002
C -4.573616 2.350584 -0.130155 -0.009 -0.161 0.003
C -3.529599 3.211133 0.141426 -0.157 -0.019 -0.056
C -2.312012 2.721878 0.579541 0.218 -0.271 0.053
C -2.126241 1.347977 0.737457 -0.549 0.360 -0.178
C -3.191274 0.480273 0.485326 -0.228 -0.102 0.043
H -3.055268 -0.573187 0.658155 -0.071 -0.085 -0.034
C -0.824865 0.867724 1.159701 0.634 -0.497 0.083
C -0.264216 -0.330191 0.905398 -0.244 0.384 0.046
C -0.861147 -1.397234 0.078685 -0.142 -0.174 -0.224
C -1.171173 -2.635872 0.630518 -0.075 0.139 -0.059
C -1.738250 -3.624959 -0.152425 -0.047 -0.090 0.053
C -1.989757 -3.392296 -1.494281 -0.041 -0.036 -0.064
C -1.668204 -2.166262 -2.053135 -0.041 -0.008 -0.107
C -1.107170 -1.172602 -1.272494 0.084 -0.059 0.136
H -0.858562 -0.214831 -1.706349 0.022 0.109 -0.029
H -1.854056 -1.983496 -3.101258 -0.015 0.010 -0.089
H -2.431020 -4.166471 -2.104258 -0.026 -0.066 -0.053
H -1.982993 -4.581387 0.285600 -0.017 -0.081 0.033
H -0.978986 -2.814958 1.678308 0.040 -0.032 0.094
C 1.107248 -0.559813 1.403120 0.294 0.419 0.324
O 1.743361 0.239726 2.059784 -0.041 -0.199 0.064
O 1.592324 -1.741428 1.010213 -0.274 -0.008 -0.124
C 2.942097 -2.050551 1.341235 0.536 -0.055 0.102
C 3.884843 -1.468354 0.272047 -0.369 -0.150 0.532
O 4.399136 -2.161345 -0.578337 0.102 -0.323 -0.251
N 4.048926 -0.138750 0.371061 0.101 0.625 0.117
H 3.581473 0.377830 1.106120 -0.005 -0.275 -0.003
C 4.751247 0.628322 -0.628389 -0.028 0.322 -0.273
H 5.626019 1.107486 -0.178052 -0.002 -0.068 -0.122
H 5.076259 -0.069460 -1.403140 0.032 0.113 0.065
C 3.867454 1.728531 -1.240077 0.324 -0.449 -0.292
H 4.438553 2.190459 -2.058021 -0.073 -0.094 0.081
C 2.501293 1.226916 -1.736987 0.075 0.153 0.071
H 2.501573 1.055431 -2.810826 0.008 -0.053 -0.028
C 1.546956 2.341891 -1.311186 0.195 0.096 0.099
H 0.533703 1.991672 -1.125140 -0.084 0.013 -0.030
C 2.225034 2.855557 -0.042475 -0.432 0.080 0.073
H 2.007259 3.903180 0.175083 -0.039 -0.055 0.006
O 3.616411 2.748884 -0.280446 0.182 -0.055 0.141
H 1.943605 2.245199 0.825720 -0.014 0.099 -0.079
H 1.521501 3.128400 -2.066501 -0.055 0.026 -0.001
H 2.239054 0.291909 -1.239385 -0.009 -0.043 -0.026
H 3.187113 -1.652361 2.331531 -0.058 -0.101 -0.121
H 3.011902 -3.138586 1.326470 0.034 0.202 -0.041
H -0.226211 1.574961 1.722494 0.102 -0.018 0.013
H -1.494277 3.397225 0.782256 0.094 0.072 0.055
H -3.666840 4.274085 0.011810 -0.022 0.087 -0.017
H -5.528727 2.715414 -0.472441 -0.120 0.051 -0.041
H -6.332285 -1.597410 -0.452150 0.082 -0.023 0.034
H -5.182802 -1.500999 0.903774 0.010 0.013 -0.034
```
Positions in Å, forces in eV/Å.

## Properties
Kohn-Sham gap (eV): 8.35
E (eV): -35984.4875
E_HOMO (Ha): -0.3179
SMILES: COc1cccc(/C=C(/C(=O)OCC(=O)NC[C@H]2CCCO2)c2ccccc2)c1
E_LUMO (hartree): -0.011



The following is a quantum chemistry calculation of a cluster of 4 separate species, C13H17N3O4 in total, from the Open Molecules 2025 dataset.

Geometry as XYZ:
```
37
Properties=species:S:1:pos:R:3:forces:R:3
O -6.725672 -0.726621 -3.347893 0.341 0.329 -0.483
C -5.575290 -0.424981 -3.454354 0.068 -0.957 1.202
C -4.426375 -0.890235 -2.592620 -0.395 0.684 -0.977
C -3.356053 -0.218204 -2.992448 0.976 -0.376 0.332
C -1.977378 -0.294332 -2.404828 -0.008 0.541 -0.187
C -1.853336 0.754517 -1.273668 0.002 -0.742 -0.378
C -0.592303 0.562446 -0.442895 -0.825 0.749 0.231
O -0.449733 1.658988 0.478908 0.255 -0.143 -0.149
C -3.729914 0.697254 -4.124603 -0.194 -0.516 0.569
O -3.070458 1.496508 -4.702457 -0.358 -0.226 -0.043
O -5.079761 0.447102 -4.386774 -0.005 0.657 -0.435
H -4.482961 -1.624679 -1.807199 -0.234 -0.022 0.002
H -1.776548 -1.300877 -2.036771 -0.147 -0.014 0.111
H -1.232104 -0.079275 -3.173906 -0.026 0.048 0.003
H -1.904838 1.740277 -1.739553 0.118 0.111 0.201
H -2.719572 0.603028 -0.620859 -0.019 0.275 0.056
H 0.284401 0.538101 -1.082239 0.126 -0.068 0.105
H -0.697135 -0.342997 0.147121 0.254 -0.282 -0.220
H -1.320146 2.047799 0.602105 0.028 0.024 0.043
C 3.620593 1.742161 -2.230847 -0.071 0.026 -0.016
C 2.222528 1.990814 -2.569887 -0.070 0.026 -0.015
N 1.120233 2.181525 -2.828008 0.114 -0.035 -0.023
H 4.261538 2.424176 -2.785703 0.010 -0.001 0.000
H 3.772218 1.896330 -1.164451 -0.003 -0.002 0.007
H 3.884626 0.717593 -2.484655 0.006 -0.005 0.001
C 0.821910 -0.083550 3.891469 0.042 0.093 -0.100
C 0.723567 -0.862726 2.662617 -0.036 -0.042 -0.078
N 0.643832 -1.476295 1.694721 0.108 -0.043 0.209
H -0.135038 -0.085922 4.408905 -0.004 -0.018 0.008
H 1.576416 -0.517979 4.542860 -0.090 -0.007 0.011
H 1.093256 0.943046 3.650508 -0.044 0.006 -0.040
C 4.988744 -2.282338 5.230039 -0.077 -0.013 0.026
C 3.584257 -2.192932 5.619266 -0.069 -0.030 0.035
N 2.478605 -2.122986 5.922499 0.211 -0.027 -0.003
H 5.598182 -2.512353 6.101423 0.007 0.000 0.002
H 5.114947 -3.067723 4.487816 0.002 -0.003 -0.006
H 5.314764 -1.334660 4.806361 0.006 0.003 -0.003
```
Positions in Å, forces in eV/Å.

## Properties
Kohn-Sham gap (eV): 9.66
E (eV): -26415.7861
E_HOMO (Ha): -0.3707
SMILES: O=C1C=C(CCCO)C(=O)O1.CC#N.CC#N.CC#N
E_LUMO (hartree): -0.016



The following is a quantum chemistry calculation of a structure of composition C37H31BrHgN6O2PS2, from the Open Molecules 2025 dataset.

Geometry as XYZ:
```
81
Properties=species:S:1:pos:R:3:forces:R:3
Hg -1.100026 0.191772 0.474685 0.266 -0.030 0.453
N -0.557116 -4.474838 0.699199 0.357 0.021 0.369
C -0.683021 -3.102170 0.942637 0.321 0.055 0.727
S -2.108348 -2.314840 0.444275 -0.791 0.368 -0.341
N 0.298982 -2.608594 1.632405 0.119 0.006 0.237
N 0.214874 -1.284868 1.942209 -0.719 0.454 -1.159
C 1.139067 -0.766188 2.725687 1.192 0.583 0.192
C 1.868079 -1.696656 3.653732 0.671 0.434 0.085
C 1.071154 -2.213177 4.661804 0.528 -0.771 0.362
C 1.575567 -3.109507 5.618124 -0.251 0.100 -0.649
C 2.923940 -3.466595 5.566148 0.176 -0.193 0.245
C 3.744360 -2.955425 4.544206 0.501 -0.538 0.364
C 3.234311 -2.070756 3.614965 -1.212 0.325 -0.014
C 1.336136 0.667193 2.766514 -1.433 -1.266 -1.031
C 2.379647 1.290670 3.440470 1.094 0.312 0.536
C 2.473370 2.677897 3.454904 1.164 -1.371 1.042
C 1.560221 3.437806 2.775286 -1.064 1.259 -0.917
C 0.580430 2.741266 2.058528 -0.217 0.417 -0.970
N 0.440736 1.432486 2.016940 0.735 -0.338 0.713
H -1.024805 -4.813570 -0.118355 -0.051 0.076 -0.354
H 0.430894 -4.683563 0.762598 -0.013 -0.405 -0.151
H 0.039918 -1.919116 4.619534 -0.421 -0.105 0.270
H 0.859890 -3.595345 6.293642 0.536 0.332 0.043
H 3.343720 -4.135755 6.338227 -0.241 0.265 -0.596
H 4.796885 -3.306143 4.429562 -0.873 0.397 0.327
H 3.856915 -1.659876 2.843712 0.230 0.040 -0.351
H 3.161021 0.624443 3.845065 -0.443 0.694 0.153
H 3.278847 3.139565 4.024202 0.020 -0.023 -0.202
H 1.648032 4.538452 2.669603 -0.152 -0.897 0.190
H -0.074584 3.258544 1.344777 0.098 0.046 0.467
Br 2.807083 -2.612755 -1.243579 -0.283 0.010 0.066
C 3.082986 -0.765991 -0.813816 0.963 0.513 0.057
C 4.398147 -0.417619 -0.448796 -0.731 -0.438 -0.141
C 4.606421 0.943579 -0.266221 0.639 -0.845 0.499
C 3.600240 1.846939 -0.473537 -0.344 -0.070 -0.314
C 2.334919 1.388064 -0.826496 0.403 0.287 0.092
N 2.093629 0.079347 -0.966058 -0.079 -0.356 -0.139
C 1.224753 2.407063 -1.117724 -0.921 0.021 -0.220
O 1.581196 3.510863 -1.591310 0.093 -0.731 0.394
O 0.046026 2.002762 -0.903117 0.755 0.425 -0.314
H 5.172885 -1.196182 -0.337865 -0.522 0.661 -0.007
H 5.564844 1.276356 0.100650 0.267 0.131 -0.138
H 3.812833 2.892822 -0.423520 -0.243 0.485 0.124
S -3.156536 1.684135 0.025521 -0.208 -0.099 0.299
C -3.669393 1.567685 1.685178 0.310 -0.263 0.304
C -4.950514 1.958977 2.135266 0.087 0.524 0.272
C -5.246498 1.973392 3.496703 1.066 -0.240 -0.590
C -4.249474 1.553892 4.393046 -0.536 0.451 0.458
C -3.046775 1.166264 3.862624 1.529 -0.769 0.486
N -2.755922 1.120512 2.574518 -0.327 0.266 -0.326
H -5.616640 2.393503 1.397182 -0.177 -0.230 0.141
H -6.186149 2.367215 3.827440 -0.428 0.029 0.224
H -4.308072 1.593112 5.484047 -0.430 0.021 -0.389
H -2.194092 0.863475 4.533365 -0.965 0.240 -0.611
C -0.871232 -2.250294 -2.915191 -0.036 0.004 -0.630
P -0.866244 -0.401039 -2.602349 -0.594 -0.910 -0.137
C 0.173577 0.196740 -3.968903 0.145 -0.121 -0.038
C 0.642299 -0.697678 -4.918790 0.260 -0.169 -0.145
C 1.449066 -0.263241 -5.943761 0.152 0.341 -0.240
C 1.830008 1.043308 -6.054187 0.243 1.216 0.556
C 1.375982 1.955060 -5.106146 -0.343 -0.364 0.368
C 0.534329 1.546080 -4.081382 -0.561 0.120 0.396
C -2.508527 -0.064035 -3.347017 -0.716 -0.477 0.945
C -3.655982 -0.307709 -2.569881 0.612 0.389 -0.263
C -4.883432 0.112449 -3.040781 -0.041 -0.943 1.323
C -5.029812 0.675160 -4.281206 -1.837 -0.224 -0.400
C -3.947913 0.800952 -5.106948 0.196 0.350 -0.523
C -2.718357 0.421465 -4.611363 1.275 0.559 -1.212
H -1.342828 -2.637852 -3.855565 0.272 0.673 0.602
H -1.377607 -2.706052 -2.068302 0.004 0.021 0.131
H 0.171965 -2.558662 -2.916428 0.116 -0.215 0.209
H 0.435155 -1.753827 -4.889780 -0.258 -0.062 0.195
H 1.831036 -0.890460 -6.699187 0.216 -1.199 -0.607
H 2.536436 1.352529 -6.814012 -0.085 0.030 -0.136
H 1.670983 2.977499 -5.084042 0.289 0.663 -0.294
H 0.125152 2.282272 -3.360321 0.478 -0.559 -0.446
H -3.578447 -0.783085 -1.602293 0.064 0.108 0.106
H -5.720368 -0.069842 -2.368035 -0.114 0.209 -0.354
H -6.066449 0.837349 -4.603432 0.505 0.432 -0.116
H -4.009333 1.231936 -6.110868 -0.121 -0.256 0.312
H -1.854427 0.530447 -5.268578 -0.166 0.116 0.134
```
Positions in Å, forces in eV/Å.

## Properties
Kohn-Sham gap (alpha / beta) (eV): 3.76 / 6.05
Spin multiplicity: 2
E (eV): -157085.5386
E_HOMO (alpha / beta) (Ha): 0.0169 / -0.0674
Net charge: -2
E_LUMO (alpha / beta) (hartree): 0.155 / 0.155